1.
163
Properties=species:S:1:pos:R:3:mulliken_spin:R:1 method="wB97M-V/def2-TZVPD" spin_multiplicity=2 s_squared=0.754 total_charge=+2 homo_lumo_gap_ev=2.32
Be 2.768 2.876 -3.349 0.000
Be -1.532 4.534 -3.645 0.000
F 0.898 4.241 -4.005 0.000
F -3.067 4.773 -1.678 0.000
N 1.527 1.711 -1.613 0.000
S 1.307 0.575 -0.792 0.000
O 0.007 -0.062 -0.760 0.000
O 2.103 0.448 0.414 0.000
F 2.108 -0.362 -1.861 0.000
S 0.460 2.774 -0.781 0.000
O 0.323 2.671 0.671 0.000
O -0.546 3.463 -1.546 0.000
F 1.553 3.920 -0.679 0.000
C -5.797 0.442 4.177 0.000
C -4.695 -0.057 3.276 0.000
C -5.450 -1.081 2.392 0.000
C -4.754 -1.607 1.171 0.000
C -4.084 -0.252 0.447 0.000
C -3.324 0.709 1.266 0.000
N -4.148 1.090 2.477 0.000
O -3.504 2.033 3.316 0.000
C -1.937 0.117 1.685 -0.001
C -2.995 1.913 0.309 0.000
C -3.734 -0.944 4.094 0.000
H -5.443 1.048 5.010 0.000
H -6.407 -0.263 4.743 0.000
H -6.528 1.019 3.611 0.000
H -5.954 -1.876 2.940 0.000
H -6.302 -0.736 1.806 0.000
H -5.458 -1.989 0.431 0.000
H -3.946 -2.242 1.533 -0.001
H -4.788 0.291 -0.183 0.000
H -3.418 -0.807 -0.214 0.000
H -1.802 -0.319 2.674 0.000
H -1.582 -0.775 1.169 0.001
H -1.258 0.967 1.752 0.000
H -3.854 2.094 -0.337 0.000
H -2.761 2.800 0.896 0.000
H -2.180 1.586 -0.338 0.000
H -2.948 -0.381 4.598 0.000
H -3.361 -1.866 3.649 0.000
H -4.306 -1.541 4.804 0.000
H -2.700 1.532 3.468 0.000
C 5.493 6.497 -1.304 0.000
C 4.966 5.644 -2.493 0.000
C 5.933 6.054 -3.710 0.000
C 7.316 5.302 -3.755 0.000
C 6.947 3.904 -3.743 0.000
C 6.198 3.342 -2.516 0.000
N 4.959 4.186 -2.377 0.000
O 4.205 3.807 -1.347 0.000
C 5.771 1.985 -2.769 0.000
C 7.101 3.308 -1.211 0.000
C 3.555 6.073 -2.954 0.000
H 6.575 6.413 -1.201 0.000
H 5.060 6.282 -0.327 0.000
H 5.314 7.558 -1.479 0.000
H 5.501 6.103 -4.709 0.000
H 6.308 7.075 -3.637 0.000
H 8.004 5.648 -2.984 0.000
H 7.795 5.571 -4.696 0.000
H 7.855 3.345 -3.966 0.000
H 6.463 3.791 -4.713 0.000
H 5.163 1.683 -1.916 0.000
H 5.215 1.909 -3.704 0.000
H 6.596 1.286 -2.907 0.000
H 8.147 3.515 -1.440 0.000
H 6.832 4.071 -0.481 0.000
H 7.027 2.406 -0.604 0.000
H 2.652 5.877 -2.377 0.000
H 3.215 5.871 -3.970 0.000
H 3.550 7.162 -2.998 0.000
H 4.575 4.239 -0.573 0.000
C 2.132 -0.729 7.740 0.000
C 2.986 -1.396 6.713 0.000
C 2.748 -2.945 6.760 0.000
C 1.526 -3.466 5.985 0.000
C 1.505 -2.948 4.566 -0.001
C 1.604 -1.375 4.507 0.000
N 2.805 -0.955 5.337 0.000
O 3.237 0.331 5.078 0.000
C 1.913 -1.065 2.985 0.000
C 0.283 -0.650 4.748 0.000
C 4.480 -1.302 7.155 0.000
H 2.399 0.317 7.890 0.000
H 2.188 -1.198 8.723 0.000
H 1.078 -0.850 7.490 0.000
H 3.629 -3.551 6.547 0.000
H 2.390 -3.133 7.772 0.000
H 0.655 -3.187 6.578 0.000
H 1.325 -4.535 6.055 0.000
H 0.553 -3.236 4.120 0.000
H 2.379 -3.417 4.113 0.000
H 2.401 -0.103 2.828 0.000
H 2.821 -1.588 2.687 0.000
H 1.088 -1.221 2.290 0.000
H -0.125 -0.576 5.756 0.000
H 0.348 0.389 4.426 0.000
H -0.492 -1.051 4.094 0.000
H 5.079 -1.906 6.474 0.000
H 4.536 -1.469 8.231 0.000
H 4.856 -0.280 7.107 0.000
H 3.884 0.111 4.404 0.000
C -0.844 1.437 -4.203 0.000
C -2.172 0.947 -4.719 0.000
C -2.725 0.009 -3.542 0.000
C -4.249 -0.221 -3.544 0.000
C -4.856 1.075 -3.638 0.000
C -4.410 2.140 -4.727 0.000
N -2.975 2.232 -4.773 0.000
O -2.472 3.136 -5.750 0.000
C -5.100 1.646 -6.063 0.000
C -4.931 3.494 -4.339 0.000
C -1.993 0.176 -6.000 0.000
H -0.279 0.545 -3.933 0.000
H -0.756 1.979 -3.261 0.000
H -0.268 1.993 -4.944 0.000
H -2.315 -1.001 -3.542 0.000
H -2.531 0.443 -2.561 0.000
H -4.570 -0.796 -2.675 0.000
H -4.604 -0.756 -4.425 0.000
H -4.696 1.435 -2.621 0.000
H -5.933 0.919 -3.574 0.000
H -4.838 2.485 -6.707 0.000
H -4.714 0.720 -6.488 0.000
H -6.156 1.409 -5.938 0.000
H -4.671 3.578 -3.284 0.000
H -4.652 4.314 -5.000 0.000
H -6.004 3.497 -4.531 0.000
H -0.983 -0.235 -6.006 0.000
H -2.078 0.967 -6.745 0.000
H -2.543 -0.764 -6.054 0.000
H -2.682 2.795 -6.622 0.000
C 0.767 -7.178 -0.559 0.072
C 0.078 -6.201 0.440 -0.013
C 0.755 -4.735 0.256 0.029
C 0.119 -3.811 -0.684 -0.015
C -1.395 -3.756 -0.334 0.038
C -2.131 -5.144 -0.275 0.028
N -1.354 -6.063 0.617 0.634
O -2.008 -7.245 0.870 0.140
C -3.457 -4.802 0.298 0.026
C -2.291 -5.714 -1.706 0.058
C 0.546 -6.477 1.896 0.047
H 0.807 -6.845 -1.596 0.001
H 0.167 -8.080 -0.437 -0.004
H 1.735 -7.453 -0.141 0.000
H 0.710 -4.269 1.240 -0.016
H 1.833 -4.798 0.109 -0.002
H 0.134 -4.159 -1.717 0.002
H 0.645 -2.857 -0.643 -0.001
H -1.711 -3.158 -1.188 0.003
H -1.549 -3.326 0.656 -0.028
H -4.109 -5.674 0.260 0.001
H -3.611 -4.395 1.297 -0.010
H -3.975 -4.027 -0.267 0.001
H -3.060 -5.215 -2.295 0.009
H -1.330 -5.956 -2.160 -0.003
H -2.744 -6.691 -1.539 -0.002
H 0.435 -7.541 2.105 -0.001
H 0.062 -5.950 2.719 -0.003
H 1.604 -6.413 2.150 0.005
H -2.666 -7.055 1.542 0.007

***

2.
158
Properties=species:S:1:pos:R:3:mulliken_charge:R:1 method="wB97M-V/def2-TZVPD" spin_multiplicity=1 total_charge=+3 homo_lumo_gap_ev=1.56
Tl 4.966 7.395 4.563 1.114
O -1.328 5.828 5.517 -0.542
V -0.315 5.025 4.570 1.106
O -1.176 4.702 3.270 -0.463
N 2.867 4.239 3.802 0.509
O 1.654 4.495 3.562 -0.323
O 3.787 4.982 3.418 -0.147
O 3.161 3.219 4.466 -0.483
C 5.306 1.048 8.391 -1.824
C 3.817 0.944 8.174 1.839
C 3.148 -0.161 9.020 -1.352
C 2.871 0.224 10.472 -1.058
C 2.147 1.587 10.527 -1.089
C 2.755 2.719 9.771 1.164
N 3.150 2.233 8.423 0.775
O 3.654 3.225 7.603 0.658
C 1.747 3.869 9.661 -1.783
C 3.993 3.229 10.538 -1.586
C 3.508 0.563 6.703 -1.740
H 5.727 1.928 7.905 0.385
H 5.829 0.209 7.927 0.463
H 5.586 1.073 9.443 0.371
H 2.190 -0.476 8.593 0.354
H 3.748 -1.073 8.998 0.587
H 3.850 0.354 10.955 0.409
H 2.436 -0.550 11.098 0.487
H 2.095 1.870 11.582 0.470
H 1.096 1.361 10.313 0.299
H 0.868 3.452 9.154 0.226
H 1.432 4.230 10.635 0.523
H 2.069 4.692 9.021 0.247
H 4.516 3.889 9.838 0.173
H 3.740 3.824 11.411 0.523
H 4.636 2.391 10.793 0.307
H 4.153 1.140 6.032 -0.317
H 2.468 0.837 6.531 0.289
H 3.783 -0.475 6.530 0.637
H 2.901 3.521 7.065 -0.134
C -1.936 3.170 7.426 -2.132
C -1.702 1.851 6.700 1.790
C -3.162 1.263 6.631 -1.345
C -3.299 0.152 5.610 -0.637
C -2.810 0.588 4.228 -1.429
C -1.341 1.052 4.271 1.716
N -1.287 2.092 5.326 0.026
O 0.000 2.738 5.284 1.649
C -0.428 -0.189 4.447 -1.881
C -1.090 1.670 2.895 -1.735
C -0.751 0.901 7.469 -1.033
H -2.542 3.150 8.329 0.430
H -2.400 3.877 6.732 0.492
H -1.053 3.756 7.724 0.194
H -3.603 1.053 7.603 0.479
H -3.777 2.072 6.225 0.420
H -4.359 -0.104 5.522 0.513
H -2.855 -0.792 5.941 0.292
H -3.394 1.464 3.932 0.457
H -2.992 -0.157 3.455 0.372
H -0.868 -0.933 5.106 0.316
H -0.359 -0.720 3.497 0.549
H 0.568 0.175 4.718 0.364
H -0.818 0.924 2.144 0.496
H -1.936 2.216 2.476 0.363
H -0.272 2.389 2.771 -0.018
H -1.169 0.765 8.464 0.604
H 0.238 1.371 7.524 -0.097
H -0.668 -0.049 6.953 0.148
H 0.605 2.088 5.682 -0.725
C 7.716 4.301 8.107 -1.282
C 7.838 5.389 7.024 1.718
C 9.342 5.564 6.753 -1.308
C 9.957 4.521 5.835 -0.726
C 9.076 4.374 4.587 -1.373
C 7.608 3.982 4.880 1.501
N 7.116 4.977 5.797 0.604
O 5.748 4.846 6.057 0.402
C 6.859 4.097 3.527 -1.632
C 7.550 2.476 5.285 -1.811
C 7.306 6.718 7.553 -1.803
H 8.231 3.369 7.868 0.266
H 6.659 4.051 8.251 -0.054
H 8.101 4.611 9.077 0.611
H 9.667 6.558 6.434 0.422
H 9.875 5.496 7.707 0.400
H 10.122 3.509 6.219 0.370
H 10.945 4.825 5.488 0.467
H 9.541 3.693 3.876 0.433
H 9.094 5.395 4.189 0.385
H 7.421 3.647 2.712 0.499
H 5.884 3.618 3.607 0.190
H 6.764 5.165 3.316 0.129
H 6.689 2.346 5.940 0.237
H 7.560 1.839 4.403 0.461
H 8.474 2.200 5.798 0.465
H 7.346 7.407 6.702 0.314
H 7.889 7.151 8.362 0.433
H 6.269 6.667 7.889 0.177
H 5.612 4.148 6.732 -0.391
C 3.956 -1.665 3.741 -1.695
C 4.466 -1.319 2.328 1.062
C 3.665 -2.233 1.335 -0.995
C 3.621 -1.690 -0.083 -0.794
C 3.006 -0.307 -0.090 -1.166
C 3.743 0.683 0.803 1.745
N 4.069 0.041 2.065 0.060
O 4.627 0.916 2.966 1.005
C 4.994 1.294 0.114 -1.423
C 2.708 1.813 1.097 -2.304
C 5.950 -1.613 2.017 -1.401
H 4.120 -2.703 4.024 0.561
H 4.677 -1.116 4.361 0.338
H 2.956 -1.323 3.988 0.214
H 4.098 -3.235 1.310 0.495
H 2.629 -2.447 1.614 0.328
H 4.596 -1.653 -0.581 0.345
H 3.045 -2.370 -0.712 0.461
H 1.938 -0.397 0.124 0.417
H 3.049 0.011 -1.135 0.473
H 4.688 2.109 -0.539 0.464
H 5.654 0.544 -0.314 0.343
H 5.591 1.831 0.859 0.231
H 2.142 2.057 0.200 0.569
H 3.156 2.724 1.492 0.332
H 1.962 1.414 1.789 0.423
H 6.585 -0.964 2.626 0.230
H 6.218 -2.653 2.182 0.449
H 6.174 -1.363 0.981 0.382
H 3.869 1.187 3.531 -0.135
C 5.258 11.109 0.780 -1.780
C 4.138 10.464 1.606 1.416
C 2.831 11.187 1.242 -1.182
C 2.282 10.666 -0.059 -0.720
C 2.005 9.176 0.039 -1.235
C 3.269 8.354 0.449 1.759
N 4.003 9.023 1.545 0.557
O 5.279 8.420 1.773 -0.271
C 2.772 6.977 0.952 -2.041
C 4.145 8.133 -0.799 -1.706
C 4.455 10.911 3.061 -1.887
H 6.267 10.766 1.056 0.452
H 5.303 12.181 0.944 0.480
H 5.266 10.835 -0.279 0.334
H 2.200 11.024 2.123 0.344
H 3.037 12.251 1.174 0.445
H 2.949 10.956 -0.878 0.354
H 1.382 11.197 -0.381 0.420
H 1.561 8.675 -0.820 0.478
H 1.273 9.032 0.841 0.380
H 2.017 6.612 0.257 0.409
H 3.670 6.366 1.019 0.312
H 2.243 7.099 1.898 0.345
H 5.156 7.784 -0.582 0.378
H 3.748 7.403 -1.505 0.419
H 4.196 9.078 -1.343 0.407
H 5.430 10.504 3.348 0.345
H 3.690 10.677 3.812 0.298
H 4.559 11.982 3.255 0.414
H 5.773 8.709 0.987 0.247

***

3.
178
Properties=species:S:1:pos:R:3:mulliken_spin:R:1 method="wB97M-V/def2-TZVPD" spin_multiplicity=2 s_squared=0.752 total_charge=-2 homo_lumo_gap_ev="2.24 / 7.90"
As 0.016 -0.801 0.110 0.813
F -0.701 0.758 -0.238 -0.052
F -1.277 -1.680 -0.761 -0.060
F 0.738 -2.398 0.486 0.057
F 1.265 0.110 1.109 -0.073
F -0.950 -0.884 1.656 -0.038
F 0.961 -0.699 -1.404 -0.011
C -5.010 5.150 -0.130 0.001
C -4.360 3.954 -0.838 -0.001
N -3.382 4.305 -1.849 0.001
C -2.869 3.007 -2.335 -0.044
C -3.769 2.194 -3.318 0.001
C -2.253 5.215 -1.464 0.003
C -1.519 5.845 -2.744 -0.001
H -4.395 5.294 0.758 0.000
H -5.987 4.907 0.288 0.000
H -4.938 6.070 -0.711 0.000
H -3.824 3.323 -0.128 0.005
H -5.192 3.356 -1.209 -0.001
H -1.912 3.187 -2.825 0.011
H -2.665 2.395 -1.456 0.040
H -4.845 2.251 -3.154 0.000
H -3.610 2.520 -4.346 0.001
H -3.509 1.135 -3.310 0.001
H -1.510 4.757 -0.811 0.014
H -2.675 6.029 -0.875 0.000
H -0.953 5.169 -3.385 0.004
H -0.902 6.632 -2.310 0.000
H -2.164 6.444 -3.386 0.000
C -0.333 2.489 -5.503 -0.014
C 0.660 1.882 -6.527 0.004
N 0.347 0.496 -6.907 0.000
C 0.394 -0.544 -5.841 -0.032
C 1.736 -0.792 -5.243 0.021
C 1.194 0.144 -8.063 0.001
C 0.927 -1.158 -8.824 0.001
H -0.116 3.527 -5.253 -0.001
H -0.267 1.895 -4.592 0.021
H -1.348 2.467 -5.899 0.000
H 0.639 2.479 -7.438 0.000
H 1.658 1.860 -6.090 0.003
H -0.323 -0.181 -5.105 0.020
H -0.006 -1.466 -6.262 0.001
H 2.242 -1.508 -5.890 0.001
H 2.350 0.082 -5.025 0.016
H 1.591 -1.243 -4.262 -0.003
H 2.232 0.235 -7.744 0.000
H 0.996 0.865 -8.857 -0.001
H 1.452 -1.096 -9.778 0.000
H -0.131 -1.419 -8.838 0.000
H 1.594 -1.845 -8.303 0.000
C 0.550 -0.447 5.007 -0.047
C 1.542 0.682 5.007 -0.001
N 1.953 1.175 6.358 0.000
C 0.927 1.514 7.342 0.003
C 0.476 0.224 8.095 0.000
C 2.886 2.293 6.136 -0.004
C 3.667 2.551 7.430 0.000
H 0.451 -0.818 3.986 0.052
H -0.438 -0.061 5.257 -0.004
H 0.812 -1.288 5.649 -0.003
H 2.450 0.393 4.478 0.024
H 1.133 1.531 4.459 -0.010
H 0.095 2.047 6.882 -0.001
H 1.225 2.222 8.116 0.000
H 1.136 -0.130 8.887 0.000
H 0.041 -0.573 7.492 0.000
H -0.382 0.504 8.707 0.000
H 3.536 1.925 5.343 0.005
H 2.371 3.205 5.831 0.000
H 3.674 1.724 8.140 0.000
H 4.644 3.005 7.262 0.000
H 3.201 3.360 7.994 0.000
C 4.672 1.473 -2.814 0.025
C 3.733 0.504 -2.051 -0.130
C 4.149 -1.008 -2.347 0.029
S 5.911 -0.952 -2.339 0.023
O 6.401 -2.004 -3.264 -0.002
O 6.298 -0.939 -0.913 -0.003
C 5.962 0.703 -3.106 -0.014
H 4.941 2.358 -2.238 -0.002
H 4.087 1.810 -3.669 0.009
H 2.736 0.607 -2.480 0.044
H 3.697 0.756 -0.991 0.056
H 3.763 -1.210 -3.346 0.009
H 3.877 -1.793 -1.640 0.003
H 6.011 0.590 -4.189 -0.002
H 6.877 1.262 -2.912 0.004
C -0.997 -4.745 2.058 -0.021
C -1.521 -6.171 1.783 0.009
C -2.162 -6.618 3.101 0.001
S -2.969 -5.204 3.750 0.000
O -2.789 -4.989 5.178 0.000
O -4.325 -5.083 3.195 0.000
C -2.051 -3.984 2.828 0.016
H -0.837 -4.213 1.120 0.028
H 0.013 -4.773 2.466 -0.025
H -0.661 -6.755 1.455 -0.001
H -2.291 -6.256 1.016 0.000
H -1.545 -6.859 3.967 0.000
H -2.955 -7.364 3.060 0.000
H -1.529 -3.374 3.565 0.019
H -2.662 -3.316 2.221 -0.004
C 1.151 4.163 0.307 -0.035
C 1.928 5.462 -0.015 0.018
C 2.286 6.147 1.319 -0.012
S 1.669 5.044 2.718 0.021
O 0.287 5.399 3.077 -0.003
O 2.721 4.984 3.712 -0.003
C 1.653 3.581 1.621 -0.021
H 1.342 3.374 -0.421 0.027
H 0.062 4.195 0.304 0.004
H 1.240 6.088 -0.583 0.002
H 2.828 5.263 -0.597 0.007
H 1.964 7.137 1.642 0.000
H 3.368 6.153 1.453 0.002
H 1.037 2.778 2.027 0.008
H 2.729 3.410 1.612 -0.001
C 4.610 -1.635 2.877 -0.002
C 3.371 -2.478 3.038 -0.033
C 3.297 -3.431 1.850 0.014
S 4.985 -4.081 1.630 -0.005
O 5.188 -4.260 0.206 0.000
O 5.258 -5.172 2.599 0.001
C 5.776 -2.516 2.257 -0.006
H 4.891 -1.133 3.803 0.001
H 4.400 -0.821 2.184 0.023
H 2.474 -1.932 3.327 0.030
H 3.523 -3.110 3.913 0.001
H 3.143 -2.839 0.948 0.031
H 2.587 -4.258 1.838 -0.002
H 6.186 -2.134 1.322 0.001
H 6.601 -2.665 2.953 0.000
C -4.735 -1.848 0.207 0.001
C -4.456 -3.246 -0.357 -0.012
C -4.883 -3.298 -1.809 -0.011
S -5.423 -1.476 -2.312 0.002
O -6.862 -1.263 -2.053 0.000
O -4.828 -1.134 -3.591 0.000
C -4.395 -0.783 -0.916 0.015
H -4.095 -1.618 1.060 0.011
H -5.713 -1.761 0.681 0.000
H -4.951 -4.019 0.231 0.000
H -3.371 -3.353 -0.375 0.028
H -5.584 -4.054 -2.163 0.000
H -3.983 -3.508 -2.387 0.007
H -4.641 0.252 -0.677 -0.007
H -3.336 -0.724 -1.166 0.017
C -2.163 2.234 2.930 -0.009
C -2.856 3.676 2.963 -0.001
C -4.350 3.406 3.391 0.000
S -4.854 1.713 2.739 0.000
O -5.681 1.861 1.577 0.000
O -5.285 0.838 3.828 0.000
C -3.123 1.280 2.223 -0.028
H -1.878 1.934 3.938 0.000
H -1.257 2.454 2.364 0.022
H -2.873 4.054 1.941 0.006
H -2.438 4.350 3.710 0.000
H -5.070 4.105 2.967 0.000
H -4.435 3.321 4.475 0.000
H -2.968 1.574 1.185 0.040
H -2.910 0.211 2.230 0.011
C 1.012 -4.436 -1.890 0.011
C 0.368 -3.940 -3.198 -0.006
C -0.755 -4.983 -3.433 0.004
S 0.095 -6.602 -3.246 -0.003
O 0.806 -6.854 -4.538 0.000
O -0.823 -7.614 -2.614 0.000
C 1.263 -6.001 -1.977 0.011
H 0.444 -4.202 -0.989 0.031
H 1.971 -3.935 -1.761 -0.027
H 1.002 -3.944 -4.084 0.003
H -0.154 -2.993 -3.055 0.016
H -1.160 -4.942 -4.445 0.000
H -1.545 -4.872 -2.691 0.007
H 2.247 -6.331 -2.310 0.001
H 0.987 -6.447 -1.021 0.001

***

Number 1: largest force on an atom 0.2995 hartree/bohr. Number 2: largest force on an atom 0.0785 hartree/bohr. Number 3: largest force on an atom 0.0801 hartree/bohr.